The following is a DFT calculation (ωB97M-V/def2-TZVPD) of C31H44Cl2NPSn as an isolated structure.

XYZ file:
```
80
Properties=species:S:1:pos:R:3:forces:R:3
P 0.406 -0.664 -5.409 -0.1 0.6 -0.4
C 1.745 -0.247 -6.726 -0.1 -0.3 0.5
C 1.727 -0.964 -8.082 -0.3 0.0 -0.2
C 2.886 -0.567 -9.012 0.3 -0.2 0.1
C 3.267 0.920 -9.044 -0.1 0.1 -0.2
C 3.119 1.661 -7.715 0.0 -0.1 0.3
C 1.861 1.273 -6.927 0.1 -0.1 0.0
C -1.150 0.148 -6.124 0.2 -0.3 0.1
C -1.320 0.101 -7.637 -0.3 0.2 -0.1
C -2.665 0.693 -8.068 -0.1 0.0 0.1
C -2.938 2.097 -7.508 0.1 0.1 -0.1
C -2.563 2.295 -6.034 0.0 -0.2 0.2
C -1.268 1.584 -5.601 0.0 0.2 0.1
C 0.057 -2.434 -5.861 0.0 0.3 -0.1
C 1.264 -3.362 -5.696 -0.1 -0.1 0.0
C 0.997 -4.645 -6.482 0.0 -0.1 -0.3
C -0.354 -5.313 -6.158 0.1 -0.1 0.3
C -1.524 -4.357 -5.870 0.0 0.1 -0.2
C -1.116 -3.086 -5.120 -0.1 -0.1 0.0
H 2.639 -0.592 -6.177 0.0 0.2 -0.2
H 0.781 -0.758 -8.601 0.3 0.0 0.1
H 1.766 -2.053 -7.947 0.0 0.2 0.0
H 2.632 -0.887 -10.030 0.1 0.0 0.1
H 3.774 -1.151 -8.735 -0.1 0.1 0.1
H 4.311 0.998 -9.367 -0.1 0.0 -0.1
H 2.681 1.434 -9.817 -0.1 0.0 0.1
H 4.003 1.474 -7.094 -0.1 -0.1 0.0
H 3.096 2.739 -7.903 0.1 0.0 0.0
H 1.858 1.789 -5.956 0.0 -0.1 -0.2
H 0.983 1.621 -7.488 0.2 0.0 0.2
H -1.963 -0.443 -5.671 0.1 0.2 0.0
H -3.468 0.011 -7.757 0.1 0.0 0.1
H -1.251 -0.927 -8.015 0.0 0.1 0.0
H -0.515 0.677 -8.108 -0.2 -0.1 0.0
H -2.701 0.734 -9.163 -0.1 0.0 0.0
H -4.003 2.325 -7.628 0.1 0.1 -0.1
H -2.402 2.840 -8.114 0.1 -0.1 0.0
H -2.450 3.369 -5.831 -0.1 -0.2 0.0
H -3.390 1.954 -5.393 0.2 -0.1 -0.1
H -1.224 1.574 -4.505 0.1 0.1 -0.3
H -0.408 2.184 -5.938 -0.2 -0.2 0.1
H -0.212 -2.382 -6.928 0.0 -0.3 0.0
H 2.199 -2.902 -6.034 -0.1 -0.1 0.0
H 1.402 -3.583 -4.631 -0.1 0.1 -0.1
H 1.018 -4.413 -7.557 0.0 0.1 0.1
H 1.805 -5.367 -6.305 -0.1 0.0 -0.1
H -0.218 -5.964 -5.282 0.0 0.1 -0.1
H -0.638 -5.958 -6.999 0.1 -0.1 0.2
H -2.298 -4.890 -5.303 0.1 0.0 -0.1
H -1.985 -4.066 -6.825 0.1 0.0 0.1
H -1.984 -2.423 -5.032 0.2 -0.1 0.0
H -0.815 -3.336 -4.092 0.0 0.2 -0.2
Sn 0.188 -0.531 -1.379 0.5 1.9 3.2
Cl -1.885 -1.001 -2.383 -0.5 -0.3 -0.3
Cl 1.675 -1.983 -2.478 0.3 -0.6 -0.1
C 0.819 1.466 -1.620 0.0 0.0 -0.2
H 1.891 1.596 -1.437 -0.3 -0.2 0.1
C -1.082 5.019 -2.929 0.0 0.3 -0.2
C 0.199 5.066 -2.333 -0.2 -0.6 0.0
C 0.770 3.919 -1.802 -0.3 0.4 -0.3
C 0.104 2.647 -1.900 0.4 -1.1 -0.2
C -1.246 2.653 -2.391 -0.1 0.5 0.0
C -1.797 3.806 -2.937 0.4 -0.1 0.5
H -1.513 5.917 -3.379 0.1 -0.2 0.2
H 0.746 6.013 -2.300 -0.1 -0.2 0.0
H 1.760 3.932 -1.336 -0.3 0.1 -0.2
H -1.791 1.704 -2.386 0.1 0.4 -0.1
H -2.795 3.772 -3.385 0.2 0.0 0.2
N 0.179 -1.137 0.563 -0.2 -1.0 -3.0
C 0.385 -0.758 1.795 0.1 0.6 0.5
C 1.095 -1.643 2.698 0.0 0.2 0.2
C 1.302 -1.318 4.028 -0.4 0.4 -0.2
C 0.779 -0.123 4.558 0.0 0.2 0.4
C 0.080 0.769 3.720 0.4 -0.5 -0.2
C -0.080 0.489 2.373 0.1 -0.3 0.1
H 1.478 -2.579 2.281 -0.1 0.3 0.1
H 1.875 -1.988 4.676 -0.2 0.1 -0.2
H 0.929 0.115 5.615 -0.1 0.0 -0.3
H -0.331 1.696 4.124 0.1 -0.1 0.0
H -0.572 1.197 1.703 0.1 -0.2 0.2
```
Forces are in eV/Å.

Computed properties:
* HOMO-LUMO gap: 3.935 eV
* charge: -2


The following is a DFT calculation (ωB97M-V/def2-TZVPD) of a 9-piece molecular cluster, C31H44N8O5 overall.

XYZ file:
```
88
Properties=species:S:1:pos:R:3:forces:R:3
C -22.020 4.143 19.709 1.0 2.2 -1.6
O -21.333 3.609 18.854 2.7 -3.3 -3.6
O -22.254 3.585 20.772 -1.9 -3.9 6.3
O -22.360 5.316 19.557 -1.9 4.9 -0.1
C -17.148 2.537 16.023 1.2 -0.6 0.5
C -18.458 2.870 16.649 -1.2 1.4 -2.6
O -19.135 3.741 16.110 0.3 0.8 -0.5
N -18.920 2.277 17.705 0.7 -2.8 1.6
C -18.464 0.946 18.129 0.1 1.0 1.0
H -16.564 3.440 16.197 0.3 0.0 -0.2
H -17.165 2.319 14.955 -0.5 0.3 0.1
H -16.628 1.704 16.498 0.1 0.0 0.1
H -19.744 2.675 18.133 -0.9 0.3 0.2
H -18.221 0.249 17.327 -0.7 0.0 -0.2
H -19.208 0.607 18.850 -0.1 -0.5 -0.4
H -17.540 1.009 18.704 0.3 0.2 0.2
C -17.839 4.460 19.849 0.0 1.2 2.2
C -18.135 4.294 21.425 1.5 -3.1 -1.7
O -17.138 4.003 22.131 -1.5 1.4 -0.3
N -19.400 4.092 21.816 -0.6 1.1 0.3
C -19.846 4.104 23.214 1.4 -0.3 -0.9
H -18.620 4.948 19.266 -0.2 -0.3 0.1
H -17.451 3.554 19.383 -0.4 -0.1 0.4
H -16.998 5.143 19.970 0.2 0.2 -0.6
H -20.196 4.111 21.196 0.2 0.1 -0.7
H -20.786 4.655 23.250 0.0 -0.4 0.3
H -19.048 4.594 23.772 -0.3 0.0 0.3
H -19.881 3.053 23.498 -0.6 0.2 0.6
N -24.183 7.073 21.056 0.4 -0.5 -0.8
C -25.453 6.621 21.183 0.1 1.8 0.6
C -26.049 7.676 21.898 -3.1 -2.2 0.4
C -25.144 8.629 22.294 -0.3 0.8 -0.6
C -24.028 8.267 21.623 2.9 0.9 1.0
H -23.442 6.590 20.568 0.5 -0.9 -0.6
H -25.684 5.656 20.755 -0.5 0.3 0.1
H -27.079 7.782 22.205 -0.2 -0.6 -0.1
H -25.378 9.487 22.908 0.3 0.0 -0.2
H -23.039 8.695 21.681 0.0 0.1 -0.2
N -22.558 0.984 17.675 -0.8 0.9 -1.0
C -23.258 -0.228 17.805 1.1 2.2 -0.1
C -23.065 -0.847 16.624 0.7 -1.8 -0.3
C -22.193 -0.088 15.832 -0.4 1.5 -2.2
C -22.039 1.195 16.349 -0.6 -3.0 3.3
H -22.634 1.780 18.293 0.3 0.2 0.4
H -23.790 -0.529 18.696 0.2 0.3 0.0
H -23.305 -1.868 16.366 -0.3 0.0 0.1
H -21.938 -0.410 14.833 0.2 0.1 -0.1
H -21.505 2.104 16.116 0.0 -0.1 0.0
N -25.023 2.914 20.727 -2.0 -2.4 -1.9
C -25.990 3.127 21.626 1.4 1.1 1.9
C -27.032 2.267 21.464 -1.0 1.0 0.6
C -26.823 1.562 20.280 2.3 0.1 -0.9
C -25.508 1.935 19.863 -0.7 0.2 0.2
H -24.054 3.198 20.747 1.0 0.7 -0.1
H -25.692 3.863 22.357 -0.8 -0.1 0.5
H -27.873 2.259 22.142 -0.2 -0.1 -0.2
H -27.543 0.912 19.806 0.4 -0.2 -0.1
H -24.866 1.688 19.031 -0.4 -0.3 -0.1
N -23.493 3.820 23.602 0.1 -0.5 2.2
C -23.745 2.774 24.432 -0.3 -0.7 0.6
C -23.981 3.247 25.756 -0.5 -1.9 -2.4
C -23.922 4.614 25.625 0.3 2.1 1.5
C -23.523 4.945 24.379 -0.2 0.8 -2.8
H -23.309 3.761 22.611 0.6 0.1 -0.4
H -23.787 1.806 23.953 0.0 -0.2 0.5
H -24.402 2.717 26.598 0.3 -0.2 -0.1
H -24.177 5.332 26.390 0.2 0.0 0.1
H -23.383 5.835 23.783 -0.1 0.6 0.7
N -20.706 7.414 21.693 -0.8 -0.5 1.0
C -20.569 7.939 22.968 0.4 0.9 -2.8
C -19.851 9.118 22.677 -0.9 -0.2 4.7
C -19.593 9.260 21.353 0.7 1.8 -1.3
C -20.175 8.218 20.752 -0.9 -2.7 -1.6
H -21.261 6.601 21.468 0.0 -0.2 -0.3
H -21.223 7.518 23.717 0.6 0.3 0.5
H -19.621 9.836 23.449 0.2 0.1 0.0
H -19.168 10.144 20.900 0.2 -0.2 -0.1
H -20.325 7.823 19.758 0.4 0.5 -0.3
N -21.508 0.531 21.836 0.8 -1.8 -0.3
C -22.607 -0.236 21.741 -1.2 -0.8 0.7
C -22.291 -1.545 22.170 -1.6 0.9 -0.5
C -20.921 -1.602 22.414 0.5 1.2 -0.2
C -20.493 -0.318 22.164 1.9 1.3 0.3
H -21.386 1.471 21.488 -0.3 0.4 -0.2
H -23.521 0.261 21.453 -0.3 -0.4 0.1
H -22.987 -2.344 22.381 -0.2 0.1 -0.3
H -20.310 -2.433 22.736 -0.1 0.1 0.0
H -19.526 0.165 22.179 0.3 -0.5 0.2
```
Forces are in eV/Å.

Computed properties:
* HOMO-LUMO gap: 6.354 eV
* charge: -2


| no. | LUMO (Ha) |
| --- | --- |
| 1 | 0.149 |
| 2 | 0.168 |